Record 1
Formula: C10H8NO3
Source: the OMol25 dataset
Level of theory: wB97M-V/def2-TZVPD

Summary:
Energy relative to the best compared isomer or geometry (same formula, charge and spin) = 103.5 kcal per mole
Highest occupied orbital energy (spin up / spin down) = -3.25 / -3.25 eV
Orbital gap (spin up / spin down) = 6.87 / 6.87 eV
Total charge = -1

CARTESIAN COORDINATES (ANGSTROEM)
1 C -2.09 -1.84 0.67
2 C -2.42 -0.75 1.39
3 C -1.17 -1.80 -0.40
4 C -1.69 0.45 1.19
5 C -0.35 -0.75 -0.53
6 C -0.58 0.47 0.21
7 C 2.22 0.57 0.46
8 C 0.77 -0.68 -1.57
9 C 1.93 -0.01 -0.92
10 C 2.05 1.49 -0.61
11 N 0.10 1.55 -0.14
12 O -0.07 2.66 0.74
13 O 2.61 0.15 1.57
14 O 2.42 2.56 -1.06
15 H -2.48 -2.75 0.95
16 H -3.09 -0.82 2.19
17 H -1.15 -2.67 -0.96
18 H -1.84 1.26 1.88
19 H 0.99 -1.68 -1.93
20 H 0.29 -0.09 -2.43
21 H 2.86 -0.57 -1.13
22 H 0.70 3.26 0.43

=====

Record 2
Formula: C10H8O3
Source: the OMol25 dataset
Level of theory: wB97M-V/def2-TZVPD

Summary:
Energy relative to the best compared isomer or geometry (same formula, charge and spin) = 6.3 kcal per mole
Highest occupied orbital energy = -8.76 eV
Orbital gap = 8.94 eV
SMILES = O=C1OCC(c2ccccc2)=C1O

CARTESIAN COORDINATES (ANGSTROEM)
1 C -1.99 0.70 0.00
2 C -1.02 -0.24 -0.08
3 C -1.68 -1.59 0.01
4 C -3.29 -0.01 0.00
5 C 0.46 -0.07 -0.01
6 C 1.37 -1.17 -0.06
7 C 2.74 -0.99 0.02
8 C 3.24 0.34 -0.01
9 C 2.38 1.40 0.03
10 C 0.99 1.18 0.04
11 H -2.84 2.46 0.05
12 H -1.47 -2.05 1.01
13 H -1.44 -2.24 -0.83
14 H 1.05 -2.18 -0.14
15 H 3.39 -1.86 0.05
16 H 4.34 0.48 -0.06
17 H 2.77 2.43 0.04
18 H 0.38 2.04 -0.03
19 O -1.92 2.06 -0.05
20 O -3.12 -1.30 0.02
21 O -4.35 0.62 0.00

=====

Record 3
Formula: C10H9ClINOSr
Source: the OMol25 dataset
Level of theory: wB97M-V/def2-TZVPD

Summary:
Highest occupied orbital energy = -6.88 eV
Orbital gap = 6.11 eV

CARTESIAN COORDINATES (ANGSTROEM)
1 Sr -1.47 -1.52 -0.20
2 C -4.07 -3.63 0.76
3 H -4.02 -3.19 1.76
4 H -4.89 -3.15 0.19
5 H -4.30 -4.70 0.85
6 H -3.10 -3.53 0.20
7 H -0.59 -2.69 -2.27
8 Cl 3.53 3.47 0.66
9 C 2.60 2.04 0.70
10 C 2.94 1.08 1.66
11 C 2.22 -0.12 1.75
12 I 2.76 -1.53 3.20
13 C 1.15 -0.37 0.85
14 O 0.48 -1.46 0.94
15 C 0.78 0.66 -0.17
16 N -0.28 0.45 -1.03
17 C -0.56 1.40 -1.96
18 C 0.13 2.59 -2.07
19 C 1.18 2.83 -1.21
20 C 1.53 1.87 -0.24
21 H 3.75 1.24 2.35
22 H -1.40 1.17 -2.64
23 H -0.13 3.34 -2.83
24 H 1.76 3.75 -1.25

=====

Record 4
Formula: C10H9F12N5O8S4Zn
Source: the OMol25 dataset
Level of theory: wB97M-V/def2-TZVPD

Summary:
Energy relative to the best compared isomer or geometry (same formula, charge and spin) = 158.7 kcal per mole
Highest occupied orbital energy = -8.50 eV
Orbital gap = 1.94 eV

CARTESIAN COORDINATES (ANGSTROEM)
1 Zn 1.85 -1.26 -3.56
2 C -5.44 3.12 1.28
3 F -6.07 2.73 2.36
4 F -6.17 2.70 0.26
5 F -5.46 4.43 1.23
6 S -3.55 2.46 1.22
7 O -3.50 1.51 2.35
8 O -3.40 1.78 -0.09
9 N -2.50 3.88 1.56
10 S -2.55 4.56 0.14
11 O -3.74 4.50 -0.75
12 O -2.07 5.95 0.30
13 C -1.02 3.74 -0.75
14 F -0.26 3.09 0.08
15 F -1.55 2.95 -1.72
16 F -0.27 4.66 -1.37
17 C 0.17 -2.64 -0.04
18 F -0.03 -2.49 1.29
19 F -0.14 -3.91 -0.43
20 F -0.54 -1.85 -0.77
21 S 2.04 -2.33 -0.46
22 O 2.69 -1.99 0.85
23 O 2.49 -3.57 -1.07
24 N 2.03 -1.00 -1.71
25 S 1.75 0.29 -0.75
26 O 1.25 1.31 -1.61
27 O 0.97 0.07 0.46
28 C 3.54 0.89 -0.07
29 F 3.63 2.22 -0.16
30 F 3.74 0.48 1.16
31 F 4.51 0.35 -0.76
32 C 3.77 3.23 -5.01
33 C 3.22 1.94 -4.61
34 N 2.70 0.91 -4.18
35 H 4.19 3.76 -4.16
36 H 3.06 3.97 -5.37
37 H 4.41 2.92 -5.84
38 C -2.72 -4.86 1.76
39 C -4.13 -4.54 1.69
40 N -5.25 -4.25 1.63
41 H -2.13 -4.08 1.28
42 H -2.64 -5.81 1.23
43 H -2.42 -5.05 2.79
44 C 2.61 -3.74 3.08
45 C 2.59 -4.91 3.98
46 N 2.61 -5.78 4.74
47 H 1.62 -3.28 3.08
48 H 2.75 -4.05 2.04
49 H 3.37 -3.04 3.42

=====

Number 1: largest force on an atom 4.38 eV/A. Number 2: largest force on an atom 3.77 eV/A. Number 3: largest force on an atom 1.92 eV/A. Number 4: largest force on an atom 8.66 eV/A.